A cluster of 5 separate species, C28H60IN4O9P in total at a distorted geometry, computed with ωB97M-V with the def2-TZVPD basis set.

Results
Highest occupied orbital energy: -8.74 eV
E: -2637.706596 hartree
SMILES string: CCOP(=O)(CCC1=CC(=O)C=C(I)C1=O)OCC.COC[C@@H](C)N.COC[C@@H](C)N.COC[C@@H](C)N.COC[C@@H](C)N
Kohn-Sham gap: 6.8 eV

Structure (ORCA input):
```
! wB97M-V def2-TZVPD RIJCOSX def2/J DEFGRID3
* xyz 0 1
I -4.8932 -2.5951 -2.0935
P 0.6602 0.7435 2.3485
O 1.0075 5.9401 -0.6647
O 0.2358 0.8156 8.0890
O -1.7555 -5.5613 -6.0069
O -7.6493 0.6236 2.0123
O 1.4796 -0.5541 3.1574
O 0.2397 1.7807 3.5120
O 3.7942 -0.8197 -3.2902
O 1.7025 1.6976 1.2802
O -3.0342 0.1774 -0.9974
N -3.7922 -4.6416 -4.1916
N 3.5698 -3.3455 -4.6537
N 2.4134 -0.1060 6.4465
N -1.3420 4.8414 0.5850
C -2.3281 0.5867 2.3894
C -1.8699 -6.9260 -6.3807
C 1.1272 5.1902 0.5479
C 1.2005 -1.8729 2.5786
C -0.4182 6.4461 2.1728
C -4.9315 -6.0353 -5.8375
C -5.0162 0.3971 2.3589
C 3.3161 1.6980 7.8178
C -4.0981 -4.7742 -5.6236
C -6.3875 -1.0023 0.3567
C -5.1324 -1.1583 -0.4334
C 4.6721 0.1093 -3.9080
C -2.8157 -4.7278 -6.4848
C 2.1552 1.9833 -1.2880
C 1.9914 0.9744 0.0360
C 1.1615 7.3421 -0.5038
C -0.1602 5.1537 1.4021
C 3.5517 -1.6340 -6.3916
C 2.2871 1.3265 6.7529
C 2.8339 -2.1769 -5.1583
C 0.8375 1.6991 7.1379
C -3.8439 -0.1857 0.0019
C 2.1112 -2.2079 1.2154
C 0.5856 1.0822 9.4388
C -6.4813 0.0792 1.6176
C -0.9677 0.2768 1.4686
C 2.6207 -1.1190 -4.0519
C -3.7254 0.2682 1.5725
H -3.0707 -5.3346 -3.9708
H 3.1485 -1.6233 1.2509
H -2.4484 -7.4710 -5.6322
H 1.5871 -2.6691 3.3811
H 0.7181 2.1508 9.6287
H 1.1962 0.1782 -0.2823
H 1.7940 -0.3281 5.6666
H 3.0430 2.7285 -1.1136
H -0.8644 -7.3573 -6.3956
H -2.3254 1.7107 2.7833
H 2.4141 -3.3610 1.2703
H 2.1718 -0.2018 -4.4514
H 3.1309 -0.6702 -6.6987
H -5.9375 -5.9024 -5.4232
H -4.9592 0.7472 3.4966
H -0.7959 7.2496 1.5351
H 5.3875 -0.4180 -4.5422
H -5.0401 -6.2584 -6.9046
H 3.4404 -2.3270 -7.2334
H 0.0590 -2.1223 2.4304
H 1.5156 7.7541 -1.4536
H -0.0376 4.3553 2.1461
H 4.1342 0.8672 -4.4840
H 2.0050 -0.6207 7.2325
H -4.7235 -3.9218 -5.9205
H -2.3138 -7.0478 -7.3725
H -0.2241 0.7146 10.0762
H -1.0645 1.0124 0.5337
H 1.1083 2.5268 -1.4190
H -4.5022 -6.9131 -5.3475
H 0.7637 2.7404 7.4734
H -7.3435 -1.6363 0.1138
H -0.9763 -0.8096 1.0075
H 4.4138 -2.9949 -4.1910
H 4.3280 1.6654 7.3981
H 3.0346 -3.7633 -3.8920
H 3.0115 0.3849 0.2220
H -1.1704 6.2814 2.9528
H 2.3163 1.2628 -2.2163
H 0.1949 7.8015 -0.2881
H 1.8413 -2.5128 -5.4865
H 1.9901 5.5310 1.1324
H 0.4951 6.8000 2.6637
H -3.3215 -3.7489 -4.0404
H 1.3531 4.1622 0.2363
H 1.8877 7.5922 0.2745
H 4.6249 -1.5022 -6.2314
H -1.2050 3.9288 0.1497
H -1.3410 5.4893 -0.2085
H -2.2636 -0.0808 3.3753
H 0.2193 1.6223 6.2340
H 2.5422 1.8940 5.8480
H -3.0298 -4.9373 -7.5396
H 1.5183 -2.0475 0.2195
H 3.1456 2.7137 8.1916
H 3.3063 1.0145 8.6708
H 1.8993 -1.5266 -3.3318
H -2.4229 -3.7033 -6.4480
H 5.2409 0.6117 -3.1199
H 1.4888 0.5304 9.7064
*
```

Here are the Löwdin charges for atoms 1 to 8, given in e: 0.883 0.808 -0.197 -0.197 -0.195 -0.042 -0.282 -0.390


A structure of composition C4H7AgMgO2 at a distorted geometry, computed with ωB97M-V with the def2-TZVPD basis set.

Results
Energy relative to the best compared isomer or geometry (same formula, charge and spin): 413.6 kJ/mol
⟨S²⟩: 0.751
Highest occupied orbital energy (spin up / spin down): -8.81 / -8.81 eV
E: -653.604085 hartree
Kohn-Sham gap (spin up / spin down): 1.1 / 1.1 eV

Structure (ORCA input):
```
! wB97M-V def2-TZVPD RIJCOSX def2/J DEFGRID3
* xyz 1 2
Ag -3.0218 -3.0253 0.7031
Mg 0.1840 -2.7372 0.5011
O 0.9620 -1.0324 -0.1994
O -1.2453 -1.5636 -0.2954
C 1.7743 0.0982 0.0691
C -0.6043 0.7342 0.3121
C -0.4867 -0.4980 -0.5806
C 0.8024 1.2037 0.3067
H -1.3271 2.8502 -0.9774
H -1.5037 1.3079 0.0601
H -0.9563 0.4869 1.4177
H 2.4075 -0.1138 0.9467
H 1.0947 2.2476 0.2046
H -0.4930 -0.2446 -1.6551
H 2.4134 0.2860 -0.8133
*
```

Here are the natural (NBO) charges for atoms 1 to 8, given in e: 0.345 0.681 -0.697 -0.969 -0.230 -0.650 0.381 0.421


A structure of composition C36H43N16O2S2Ti at a distorted geometry, computed with ωB97M-V with the def2-TZVPD basis set.

Results
Energy relative to the best compared isomer or geometry (same formula, charge and spin): 95.0 kJ/mol
⟨S²⟩: 0.753
Highest occupied orbital energy (spin up / spin down): -7.79 / -7.80 eV
E: -4070.013408 hartree
Kohn-Sham gap (spin up / spin down): 7.5 / 7.5 eV

Structure (ORCA input):
```
! wB97M-V def2-TZVPD RIJCOSX def2/J DEFGRID3
* xyz 0 2
Ti 1.3094 -1.0291 0.3124
S -0.3425 -2.4173 -1.9424
S -4.4264 -1.2644 -0.3563
O 0.0145 1.6031 -3.0555
O -0.4024 -1.3041 -0.8645
N -2.8347 -1.8580 1.7636
N 4.3674 -2.3673 -2.2489
N 1.6539 1.0580 -0.2691
N 0.9220 -3.0097 0.8586
N -0.1171 -4.5118 1.9474
N 2.6046 -4.3517 -0.1271
N 3.6501 -1.4221 -1.6935
N 2.0581 3.1148 0.3835
N 4.1811 -3.5554 -1.7281
N 2.8033 -1.9830 -0.8239
N 3.2009 2.5027 -0.1623
N -0.0694 -3.2280 1.7754
N 0.7924 -5.2100 1.2297
N 0.1682 0.1346 1.9728
N -5.1297 -1.7168 2.0964
N 1.1728 2.2162 0.3009
C -4.9962 -2.2058 3.4177
C 2.7379 -0.9738 1.9920
C -1.0237 0.7792 1.8802
C -3.5420 2.1821 1.6805
C -1.6678 1.0971 0.6274
C -3.4646 2.1422 -3.4113
C -1.0979 3.3492 -1.9344
C -1.5500 -3.6238 -1.3578
C 2.8382 -0.5938 4.3668
C 0.1087 0.5564 4.3079
C -2.1671 1.9761 -3.8377
C -1.0937 1.1402 4.2651
C 1.4379 -4.2081 0.5762
C 4.8441 3.5163 -1.8478
C 4.8045 -1.3828 3.1632
C 3.8731 4.5160 -2.4367
C -4.5286 1.7718 -4.2347
C -2.9253 1.9945 2.8741
C 2.1211 -0.5565 3.1837
C -1.2422 -1.6815 -3.2843
C -2.9121 1.6753 0.5447
C 4.9349 2.2685 -2.7299
C -1.9028 1.2359 -4.9932
C -1.0236 2.2404 -2.9370
C -4.3002 1.0275 -5.3645
C 3.1784 -3.3329 -0.8141
C -3.7278 -1.7415 4.0946
C 0.7753 0.0267 3.1520
C 4.1024 -1.3794 2.0030
C -4.0654 -1.6473 1.2337
C -2.9986 0.7596 -5.7171
C 4.5652 3.1179 -0.3845
C -1.6642 1.3150 2.9898
C -2.4587 -2.0503 3.1307
C 4.1784 -0.9571 4.3174
C 2.9229 1.2565 -0.5548
H -1.1500 0.8728 -0.3483
H -1.4121 -2.6030 -3.8521
H -1.8037 2.9977 -1.1167
H -3.7011 2.6561 -2.4765
H -2.8578 0.3921 -6.6971
H -3.4038 2.3239 3.7909
H -3.4074 1.6607 -0.4237
H -1.1514 -3.9096 -0.3725
H 5.4760 2.4317 -3.6721
H 4.2843 5.0978 -3.2567
H -1.5309 -4.3942 -2.1389
H -3.5652 -2.3354 5.0080
H 2.5422 -0.2039 5.3436
H -0.9083 1.0904 -5.4006
H 5.4547 1.4134 -2.2271
H -4.9020 -3.3087 3.4141
H 5.9008 -1.6448 3.2508
H -3.6818 -0.7103 4.4350
H -4.5678 2.6178 1.6390
H 0.6615 0.3971 5.2049
H -1.4893 4.1343 -2.5551
H 2.9673 4.0263 -2.7177
H 3.6059 0.5337 -0.9749
H -1.5221 -1.4658 3.3259
H -2.1102 -1.8132 1.0829
H -2.5800 -3.2195 -1.3282
H -0.1327 3.5328 -1.4428
H 4.5543 3.8885 0.3262
H 4.5946 -1.6370 1.0035
H -2.2357 -3.0851 3.4582
H -5.9899 -1.5904 1.6700
H -2.1834 -1.2445 -3.0678
H 4.7619 -0.9335 5.1778
H 5.3245 2.3592 0.0791
H 2.8581 -5.3207 -0.4020
H 3.9262 1.8617 -3.0051
H -1.5598 1.6381 5.0367
H -0.5559 -1.0046 -3.7811
H -5.1140 0.6922 -5.9442
H 5.8981 3.8229 -1.7790
H -5.5517 1.8578 -3.8845
H 3.5636 5.1270 -1.5965
H -5.9523 -2.0126 3.8845
*
```

Here are the Löwdin charges for atoms 1 to 8, given in e: 0.947 0.942 0.586 0.052 -0.645 0.044 -0.099 -0.035


An isolated molecule of CH2FNOS at a distorted geometry, computed with ωB97M-V with the def2-TZVPD basis set.

Results
Energy relative to the best compared isomer or geometry (same formula, charge and spin): 0.0 kJ/mol
⟨S²⟩: 2.006
Highest occupied orbital energy (spin up / spin down): -6.80 / -10.77 eV
E: -667.185588 hartree
Kohn-Sham gap (spin up / spin down): 7.3 / 7.9 eV

Structure (ORCA input):
```
! wB97M-V def2-TZVPD RIJCOSX def2/J DEFGRID3
* xyz 0 3
S -1.3170 1.8337 0.3578
F 1.9465 0.5534 1.7378
O 0.3258 1.6797 0.9565
N 0.4228 -0.5056 0.3258
C 0.8461 0.4473 1.0040
H -1.1240 1.2585 -1.0159
H 0.8723 -1.3394 0.4706
*
```

Charges per atom according to natural (NBO) partitioning, unit e: 0.438 -0.315 -0.728 -0.772 0.877 0.138 0.364


The ion C5H10N with charge +1 at a distorted geometry, computed with ωB97M-V with the def2-TZVPD basis set.

Results
Energy relative to the best compared isomer or geometry (same formula, charge and spin): 212.4 kJ/mol
Highest occupied orbital energy: -16.17 eV
E: -250.924408 hartree
SMILES string: C[N+](C)=C1CC1
Kohn-Sham gap: 12.0 eV

Structure (ORCA input):
```
! wB97M-V def2-TZVPD RIJCOSX def2/J DEFGRID3
* xyz 1 1
N 0.1934 -0.3088 -0.5177
C 0.3437 0.6220 1.8860
C -0.6573 -0.0459 -1.7341
C -0.8733 1.3383 1.2879
C 1.1444 -1.3635 -0.5894
C -0.1416 0.3923 0.5018
H 1.1995 -1.9688 0.2995
H 0.7503 -2.0376 -1.3443
H -1.7651 0.9835 1.5906
H -1.2544 0.8897 -1.4446
H 2.0836 -0.9949 -0.7629
H -0.1794 0.1475 -2.6621
H -1.2844 -0.8060 -2.0025
H -0.8203 2.3526 0.9275
H 1.2783 1.0025 2.0910
H -0.0175 -0.2031 2.4734
*
```

Here are the natural (NBO) charges for atoms 1 to 8, given in e: -0.235 -0.440 -0.415 -0.416 -0.418 0.455 0.240 0.238


An isolated molecule of CIN at a distorted geometry, computed with ωB97M-V with the def2-TZVPD basis set.

Results
Energy relative to the best compared isomer or geometry (same formula, charge and spin): 508.7 kJ/mol
Highest occupied orbital energy (spin up / spin down): -9.83 / -9.81 eV
E: -390.331011 hartree
SMILES string: N#CI
Kohn-Sham gap (spin up / spin down): 8.7 / 8.6 eV

Structure (ORCA input):
```
! wB97M-V def2-TZVPD RIJCOSX def2/J DEFGRID3
* xyz 0 1
I -1.5002 -0.4185 0.9535
N 1.3450 0.5635 -0.8736
C 0.1552 -0.1450 -0.0799
*
```

Charges per atom according to natural (NBO) partitioning, unit e: 0.413 -0.275 -0.138


A structure of composition C15H20CrN7O2PS3 at a distorted geometry, computed with ωB97M-V with the def2-TZVPD basis set.

Results
⟨S²⟩: 3.806
Highest occupied orbital energy (spin up / spin down): -9.95 / -9.94 eV
E: -3697.707809 hartree
Kohn-Sham gap (spin up / spin down): 7.3 / 7.1 eV

Structure (ORCA input):
```
! wB97M-V def2-TZVPD RIJCOSX def2/J DEFGRID3
* xyz 1 4
Cr -0.1165 -0.1840 0.1049
S 1.0241 1.1641 -1.5430
S -0.2606 0.6960 -4.1820
S -1.7078 0.2896 -1.5972
P 0.0178 0.0591 3.6105
O -1.4170 -2.6917 -1.8045
O 0.4649 -1.8214 -0.9851
N 1.5144 -0.3440 1.2945
N -0.6278 1.3770 1.2110
N -1.2022 2.5406 2.9954
N -0.6833 -2.2917 -4.2077
N -1.5711 -2.2882 3.3819
N 2.8160 -0.1628 3.0615
N -1.1472 -1.3016 1.4581
C 1.5366 -0.1629 2.6122
C 3.6183 -0.3560 1.9820
C 0.4211 -2.5765 -3.2735
C 2.7998 -0.4688 0.8927
C -0.9211 -1.2690 2.7708
C -1.1437 2.5647 0.8091
C -0.2374 -2.3577 -1.8682
C -1.9656 -2.3536 1.2289
C -0.6576 1.3825 2.5463
C -1.4677 2.8740 4.3670
C 3.2544 0.0092 4.4205
C -1.5089 3.2909 1.9067
C -1.5204 -2.5940 4.7855
C -2.2322 -2.9786 2.4156
C -0.3238 0.7515 -2.5133
H 1.2556 -1.8942 -3.4198
H 2.8351 0.9212 4.8476
H 2.9428 -0.8350 5.0391
H -1.9916 3.8263 4.4064
H -1.9514 4.2626 1.9850
H -0.7100 -1.2217 -4.3693
H -2.2880 -2.5917 0.2336
H 4.6870 -0.3845 2.0616
H -0.6379 -2.7764 -5.1053
H -0.5373 2.9544 4.9322
H -2.0361 -1.8245 5.3637
H -0.4820 -2.6512 5.1179
H 3.0454 -0.6324 -0.1385
H -2.0961 2.1076 4.8254
H 4.3407 0.0744 4.4384
H -2.8309 -3.8420 2.6238
H -2.0015 -3.5534 4.9624
H -1.2163 2.8157 -0.2321
H -1.5316 -2.5668 -3.6539
H 0.7575 -3.6127 -3.3510
*
```

Here are the natural (NBO) charges for atoms 1 to 8, given in e: 0.986 -0.055 -0.165 -0.055 0.772 -0.692 -0.726 -0.506


A cluster of 2 separate species, C33H35FN2P in total at a distorted geometry, computed with ωB97M-V with the def2-TZVPD basis set.

Results
Energy relative to the best compared isomer or geometry (same formula, charge and spin): 250.0 kJ/mol
Highest occupied orbital energy: -9.43 eV
E: -1828.909684 hartree
Kohn-Sham gap: 3.6 eV

Structure (ORCA input):
```
! wB97M-V def2-TZVPD RIJCOSX def2/J DEFGRID3
* xyz 1 1
P 0.3700 -0.2464 -0.6996
F -7.0073 -1.4615 2.2770
N 1.8926 0.2496 0.0182
N 0.1587 1.3835 -1.3022
C 5.4032 -0.9912 -0.0379
C -2.2182 -0.7199 2.1560
C -5.0416 1.2085 0.7789
C -2.6513 -2.4367 3.9645
C 1.8529 2.2083 -3.5832
C 4.2563 -0.3082 -0.4411
C -4.6673 -1.3931 1.7815
C -3.7729 0.7661 1.1125
C 2.9352 -1.6889 1.0813
C -6.1642 0.4944 1.2132
C -2.1103 -3.2339 4.9687
C 6.6470 -2.6236 1.3675
C 1.0438 2.2633 -0.6771
C 5.3564 -1.9956 0.9288
C -2.3317 3.3226 -6.0750
C -5.9288 -0.7883 1.7495
C 3.0248 -0.6026 0.1939
C 0.3571 2.2217 -3.6182
C -0.4315 1.6788 -2.5779
C 0.0450 -2.1292 4.7371
C 1.9909 1.6345 0.0644
C -3.5373 -0.5237 1.6579
C -2.6545 0.8830 -1.6905
C -0.5355 -1.2445 3.8424
C -0.2901 2.7717 -4.7224
C 4.4229 0.6809 -1.5506
C -1.8370 -1.4899 3.2896
C -0.7552 -3.1233 5.3306
C -1.6764 2.6926 -4.8811
C -2.4221 2.0196 -3.9093
C 1.6222 -2.0295 1.7246
C 4.1061 -2.3704 1.4374
C -1.8156 1.4981 -2.7648
H -7.1699 0.9104 1.1595
H -0.4986 -0.1121 0.5319
H 2.2398 1.2400 -3.2254
H -2.3123 -0.1167 -1.3699
H 7.1142 -3.2070 0.5700
H -0.0181 -0.3283 3.5445
H 1.7759 -2.8254 2.4646
H 1.1091 -2.0356 4.9772
H 0.9596 3.3339 -0.8586
H -3.5037 1.9038 -4.0186
H 1.2143 -1.1701 2.2677
H 4.7639 0.1731 -2.4709
H 5.2196 1.4040 -1.3271
H 2.2695 3.0334 -2.9815
H -5.1590 2.1216 0.1985
H -2.6878 1.5337 -0.8103
H -2.7397 -3.9691 5.4740
H 4.0310 -3.1955 2.1530
H -2.9717 4.1639 -5.7915
H 0.3074 3.2695 -5.4870
H 6.3636 -0.7238 -0.4824
H 3.5100 1.2443 -1.7640
H -4.5574 -2.4656 1.9558
H 2.2536 2.3333 -4.5982
H -3.6914 0.8016 -2.0401
H -2.9247 1.4455 1.0674
H -1.4875 0.0314 1.8368
H 2.8109 2.0959 0.6060
H -2.9755 2.6163 -6.6091
H -1.5861 3.6944 -6.7798
H 0.8450 -2.3601 1.0137
H 6.5076 -3.2836 2.2221
H -0.3203 -3.7698 6.0910
H 7.3714 -1.8569 1.6503
H -3.6988 -2.5070 3.6860
*
```

Here are the Löwdin charges for atoms 1 to 8, given in e: 1.055 0.059 -0.257 -0.256 -0.009 0.103 -0.037 0.018


What is the E in the eighth record?
-1828.909684 hartree